{"formula": "C88H94O19S9", "method": "the ωB97M-V functional and the def2-TZVPD basis", "symbols": ["C", "S", "O", "C", "H", "H", "H", "H", "H", "H", "C", "S", "O", "C", "H", "H", "H", "H", "H", "H", "C", "S", "O", "C", "H", "H", "H", "H", "H", "H", "C", "S", "O", "C", "H", "H", "H", "H", "H", "H", "C", "S", "O", "C", "H", "H", "H", "H", "H", "H", "C", "S", "O", "C", "H", "H", "H", "H", "H", "H", "C", "S", "O", "C", "H", "H", "H", "H", "H", "H", "C", "S", "O", "C", "H", "H", "H", "H", "H", "H", "C", "S", "O", "C", "H", "H", "H", "H", "H", "H", "C", "C", "C", "C", "C", "C", "C", "O", "C", "C", "C", "C", "C", "C", "C", "O", "H", "H", "H", "H", "H", "H", "H", "H", "C", "C", "C", "C", "C", "C", "C", "O", "C", "C", "C", "C", "C", "C", "C", "O", "H", "H", "H", "H", "H", "H", "H", "H", "C", "C", "C", "C", "C", "C", "C", "O", "C", "C", "C", "C", "C", "C", "C", "O", "H", "H", "H", "H", "H", "H", "H", "H", "C", "C", "C", "C", "C", "C", "C", "O", "C", "C", "C", "C", "C", "C", "C", "O", "H", "H", "H", "H", "H", "H", "H", "H", "C", "C", "C", "C", "C", "C", "C", "O", "C", "C", "C", "C", "C", "C", "C", "O", "H", "H", "H", "H", "H", "H", "H", "H"], "xyz": [[-9.52058, 10.54723, 18.54659], [-8.95154, 8.80759, 18.83639], [-7.49525, 8.83664, 18.34538], [-8.64989, 9.01269, 20.65852], [-10.33707, 10.78504, 19.22843], [-9.96645, 10.55633, 17.55200], [-8.64576, 11.19740, 18.55528], [-7.65294, 9.45187, 20.69461], [-8.62237, 8.01525, 21.09720], [-9.38827, 9.58683, 21.21821], [0.39593, 8.83019, 22.41697], [-1.38799, 9.38154, 22.24955], [-2.11230, 8.06232, 22.34714], [-1.47059, 10.10267, 23.98635], [0.61009, 7.90084, 21.88919], [0.44269, 8.63050, 23.48750], [1.04090, 9.61502, 22.02181], [-0.87798, 10.99109, 24.20462], [-1.22366, 9.29038, 24.66994], [-2.47124, 10.46164, 24.22710], [-13.89209, 2.30806, 31.27994], [-12.80827, 3.80218, 31.44017], [-12.59050, 4.47459, 30.07923], [-14.08545, 4.91212, 32.36639], [-14.66852, 2.56938, 30.56094], [-14.41205, 2.03412, 32.19791], [-13.24958, 1.53349, 30.86122], [-14.91469, 4.73181, 31.68232], [-13.78383, 5.95912, 32.33587], [-14.11587, 4.52775, 33.38592], [-9.89861, 1.68753, 28.05394], [-10.40447, 2.78900, 26.60084], [-10.46700, 1.74975, 25.44516], [-12.11568, 2.97912, 27.16913], [-10.54120, 1.74338, 28.93260], [-8.91957, 1.91068, 28.47795], [-9.83973, 0.66795, 27.67304], [-12.16043, 3.18208, 28.23913], [-12.65051, 2.03936, 27.03161], [-12.67046, 3.74438, 26.62625], [-12.79603, 6.62726, 27.99255], [-14.58451, 6.88424, 27.70613], [-14.78665, 8.38200, 27.87688], [-15.01042, 6.10970, 29.31599], [-12.52152, 5.57241, 27.98794], [-12.36699, 7.20022, 28.81459], [-12.37385, 7.05835, 27.08479], [-14.29747, 6.31751, 30.11388], [-14.87271, 5.05758, 29.06666], [-16.02949, 6.35208, 29.61743], [-1.64907, 8.28958, 30.70339], [-0.63428, 9.82267, 30.51435], [-1.18074, 10.94294, 31.43832], [0.76634, 9.12858, 31.44107], [-2.66969, 8.38752, 30.33348], [-1.59078, 7.89202, 31.71663], [-1.25150, 7.50555, 30.05893], [1.62696, 9.79749, 31.44342], [1.08306, 8.14412, 31.09664], [0.51614, 8.97027, 32.49009], [-4.82281, 6.73902, 19.89869], [-5.30633, 6.57741, 21.70316], [-6.77078, 6.08572, 21.89657], [-4.23956, 5.12654, 22.08883], [-4.02662, 7.48342, 19.89164], [-5.63265, 7.18696, 19.32282], [-4.56267, 5.77192, 19.46840], [-4.83121, 4.29378, 21.70863], [-4.06892, 5.06057, 23.16337], [-3.34286, 4.99123, 21.48407], [-10.87997, 10.91465, 23.58928], [-11.69363, 11.97567, 24.83065], [-12.83411, 12.70637, 24.07507], [-12.44453, 10.50185, 25.78793], [-10.23951, 11.56769, 22.99646], [-11.51706, 10.33147, 22.92438], [-10.36306, 10.12292, 24.13157], [-11.67292, 9.95413, 26.32898], [-12.72489, 9.80227, 25.00047], [-13.29879, 10.69799, 26.43588], [-12.22266, 5.69234, 23.99091], [-11.78322, 6.50900, 22.34194], [-10.85131, 7.70885, 22.66187], [-10.73623, 5.17042, 21.73021], [-11.29155, 5.49458, 24.52197], [-12.92737, 4.86165, 23.95305], [-12.84968, 6.47894, 24.41070], [-11.27188, 4.32204, 21.30424], [-10.02019, 4.93467, 22.51747], [-10.16145, 5.68426, 20.95970], [-11.25629, 4.61465, 34.59059], [-10.44635, 3.55448, 34.90524], [-9.09479, 3.78809, 34.94599], [-8.47245, 4.96605, 34.65390], [-9.34086, 6.04401, 34.31277], [-10.72289, 5.86594, 34.30488], [-8.72820, 7.33809, 33.70945], [-9.47769, 8.29353, 33.41424], [-7.23582, 7.37353, 33.54080], [-6.60012, 8.55024, 32.96022], [-5.22291, 8.52155, 32.74428], [-4.53331, 7.36671, 33.07842], [-5.09914, 6.32516, 33.75503], [-6.43805, 6.30504, 34.01502], [-6.99289, 5.09926, 34.72358], [-6.26649, 4.19867, 35.12694], [-12.31021, 4.37936, 34.57323], [-10.83100, 2.59719, 35.22467], [-8.52396, 2.96820, 35.35628], [-11.38137, 6.65947, 33.98378], [-7.13232, 9.43144, 32.63369], [-4.61403, 9.28362, 32.28068], [-3.54069, 7.22146, 32.67841], [-4.47276, 5.47374, 33.97667], [-4.72689, 11.76954, 22.10403], [-5.21447, 10.92196, 21.07787], [-5.87913, 11.56097, 20.03843], [-6.10275, 12.97526, 19.96498], [-5.51255, 13.73228, 21.00490], [-4.98084, 13.18052, 22.12021], [-5.45044, 15.25407, 20.94603], [-5.09128, 15.96605, 21.86030], [-5.80173, 15.85034, 19.62577], [-5.44863, 17.19454, 19.31690], [-5.92799, 17.84152, 18.23570], [-6.69193, 17.19088, 17.26624], [-6.88054, 15.77766, 17.42338], [-6.46843, 15.13525, 18.60566], [-6.69174, 13.62021, 18.78985], [-7.32228, 13.06258, 17.92749], [-4.38577, 11.27257, 23.00015], [-4.90978, 9.89832, 20.91753], [-6.14394, 10.97394, 19.17144], [-4.54286, 13.74184, 22.93229], [-4.86100, 17.80127, 19.98992], [-5.72469, 18.89126, 18.08366], [-7.19805, 17.53948, 16.37815], [-7.24613, 15.16216, 16.61473], [-16.50603, 12.26562, 32.19326], [-16.11027, 13.38320, 31.46401], [-14.94140, 13.40157, 30.80792], [-14.17120, 12.25055, 30.80246], [-14.57899, 11.08674, 31.55528], [-15.76661, 11.13503, 32.32054], [-13.75629, 9.86240, 31.49845], [-14.15132, 8.83048, 32.03761], [-12.36905, 9.93851, 30.85092], [-11.51807, 8.76409, 30.76419], [-10.12184, 8.90398, 30.35446], [-9.76817, 10.05471, 29.72644], [-10.59875, 11.25282, 29.72306], [-11.90319, 11.20953, 30.34222], [-12.84908, 12.36129, 30.15954], [-12.46596, 13.38406, 29.62708], [-17.36306, 12.33078, 32.84722], [-16.81709, 14.19923, 31.49402], [-14.65052, 14.28947, 30.26626], [-16.23830, 10.43890, 32.99826], [-11.79820, 7.85400, 31.27374], [-9.50342, 8.02529, 30.46343], [-8.73465, 10.16357, 29.43251], [-10.20329, 12.07993, 29.15218], [-9.84912, -2.29359, 30.42428], [-10.55606, -1.08130, 30.67700], [-9.87450, 0.00467, 31.17980], [-8.55683, -0.17061, 31.60638], [-7.90970, -1.45076, 31.62848], [-8.57528, -2.49541, 30.99025], [-6.53095, -1.56623, 32.31817], [-6.03037, -2.67667, 32.42353], [-5.83543, -0.25691, 32.67235], [-4.62245, -0.31563, 33.27683], [-3.93927, 0.84006, 33.53053], [-4.52230, 2.09681, 33.33102], [-5.82302, 2.21205, 32.89376], [-6.47807, 1.03557, 32.53095], [-7.82988, 1.09842, 31.99851], [-8.40439, 2.20233, 31.96487], [-10.32078, -3.13056, 29.93090], [-11.62363, -0.97229, 30.55533], [-10.43569, 0.92449, 31.25326], [-8.08489, -3.45538, 31.05636], [-4.01659, -1.20967, 33.27154], [-2.90083, 0.77029, 33.81893], [-4.01112, 3.02857, 33.52316], [-6.21388, 3.19432, 32.67287], [-9.17409, 5.05854, 29.92993], [-7.99149, 5.39764, 30.53634], [-7.09094, 6.32744, 30.05005], [-7.28356, 6.81990, 28.75299], [-8.45287, 6.40062, 28.02583], [-9.39687, 5.54756, 28.64599], [-8.78249, 7.02761, 26.70672], [-9.88753, 6.89428, 26.20488], [-7.65779, 7.68468, 26.01607], [-7.87204, 8.08191, 24.62221], [-6.75639, 8.54024, 23.93905], [-5.56821, 8.84249, 24.59865], [-5.44263, 8.64955, 25.95989], [-6.45888, 7.96760, 26.66164], [-6.23709, 7.70791, 28.13563], [-5.16383, 8.05862, 28.72764], [-9.93246, 4.36159, 30.25480], [-7.73627, 5.05904, 31.52963], [-6.31097, 6.74681, 30.66826], [-10.29867, 5.23549, 28.14027], [-8.74096, 7.82721, 24.03357], [-6.75394, 8.66460, 22.86624], [-4.68100, 9.09031, 24.03489], [-4.48956, 8.87599, 26.41461]], "atomic_forces_ev_per_a": [[-0.463, -1.086, -0.460], [2.033, 1.806, 1.015], [-1.387, -0.496, -0.088], [-0.306, -0.604, -0.363], [0.312, 0.155, 0.266], [0.200, 0.031, -0.152], [-0.143, -0.036, 0.309], [-0.155, 0.111, -0.041], [0.121, -0.018, -0.019], [-0.080, 0.043, -0.311], [-0.838, 0.534, 0.134], [0.555, -1.258, 1.179], [-0.016, 1.006, -0.164], [-0.301, 0.011, -0.248], [-0.594, 0.135, -0.230], [0.655, 0.170, -0.135], [0.142, 0.050, 0.476], [0.614, -0.198, -0.528], [0.009, -0.018, -0.084], [-0.325, -0.460, -0.440], [-0.085, 1.090, -0.744], [0.094, 1.584, 0.025], [-0.641, -1.495, 1.676], [1.213, -1.346, -1.424], [0.018, -0.048, -0.214], [0.522, 0.000, 0.196], [-0.154, -0.099, 0.229], [-0.556, 0.257, 0.795], [0.241, -0.152, -0.071], [-0.541, -0.007, -0.219], [0.313, 0.316, 0.152], [-0.127, -2.955, -0.655], [0.053, 1.945, 1.611], [-0.501, -0.244, 0.299], [-0.450, 0.114, -0.342], [0.206, 0.460, -0.489], [-0.339, 0.129, -0.245], [0.240, 0.416, -0.065], [0.280, -0.241, -0.270], [0.366, 0.105, -0.138], [-0.038, 0.254, -1.670], [0.862, 1.611, 2.310], [-0.017, -1.303, -0.487], [-0.062, -0.278, -0.596], [-0.218, 0.167, 0.307], [-0.546, -0.202, 0.260], [0.324, -0.003, -0.092], [-0.048, 0.520, -0.386], [-0.342, -0.252, 0.251], [0.007, -0.049, -0.199], [0.150, -0.151, -0.304], [-0.953, 0.907, 2.083], [0.804, -2.140, -1.657], [0.478, -0.294, 0.445], [-0.101, 0.560, 0.261], [-0.162, 0.405, 0.126], [0.481, 0.169, -0.185], [-0.188, 0.159, -0.341], [-0.093, 0.093, -0.522], [-0.523, 0.288, 0.003], [-0.659, -0.059, 0.671], [-1.545, -0.577, -0.057], [2.753, 0.578, -0.925], [-0.651, -0.397, -0.807], [0.366, -0.386, 0.083], [-0.362, -0.092, 0.265], [0.173, 0.133, 0.039], [-0.463, -0.148, 0.511], [-0.030, 0.067, -0.220], [0.329, 0.929, 0.284], [0.034, -0.196, 0.379], [-2.444, -0.407, -0.949], [1.734, -1.176, 1.363], [0.485, -0.036, -1.108], [0.196, -0.171, 0.175], [-0.661, 0.479, 0.130], [0.629, 0.285, 0.069], [0.287, 0.435, 0.226], [-0.403, 0.108, -0.064], [0.203, 0.513, -0.178], [-0.307, 1.284, -0.921], [0.597, 0.568, 1.340], [-1.484, -2.230, -0.474], [0.735, 0.998, -0.017], [-0.177, 0.179, 0.180], [0.453, -0.390, -0.672], [0.511, 0.223, 0.581], [-0.123, 0.126, 0.314], [-0.123, -0.354, -0.010], [0.039, -0.227, -0.258], [-0.582, -0.222, 0.006], [0.215, 0.578, 0.226], [0.853, -1.954, 1.194], [-1.266, 1.350, 0.090], [1.288, 0.564, -1.118], [0.204, -0.208, -0.309], [-1.960, 1.291, 0.342], [1.971, -2.246, 0.568], [0.377, 1.533, -0.170], [0.057, -1.513, 0.502], [-0.349, -0.696, 0.238], [0.599, 0.133, -0.626], [0.972, -0.518, -0.284], [-1.243, 0.415, 0.299], [0.147, -0.499, -1.134], [-0.683, 0.977, 0.062], [-0.241, 0.602, -0.055], [-0.106, -0.058, -0.214], [0.579, -0.062, -0.300], [0.154, 0.269, 0.052], [-0.535, -0.237, 0.145], [-0.566, 0.438, -0.175], [0.297, 0.262, 0.348], [-0.168, -0.151, 0.271], [-1.776, -0.148, 0.283], [0.781, 2.435, -0.167], [-0.487, 1.037, -1.056], [1.698, -1.678, 1.442], [-1.206, 2.109, -0.699], [1.702, -3.383, 0.394], [-0.141, -0.172, -0.651], [-0.036, -0.561, -0.086], [0.003, 1.172, -1.542], [0.008, -1.091, 1.976], [-1.050, 0.889, -2.240], [-0.426, -3.344, 0.452], [0.861, 1.105, 0.730], [0.432, -0.355, 0.869], [-0.088, 1.871, -0.754], [-0.223, -0.942, -0.138], [0.587, 0.190, 0.094], [-0.225, -0.224, 0.597], [-0.410, -0.136, -0.096], [-0.300, 0.349, -0.092], [0.068, -0.345, 0.415], [0.159, 0.129, 0.156], [0.488, 0.939, 0.042], [-0.447, 0.073, 0.081], [-0.464, 1.047, 0.793], [-2.202, -0.224, 1.180], [0.575, 0.184, -0.925], [-0.589, -1.189, 1.148], [0.172, 1.110, -0.706], [0.642, 0.171, -0.914], [1.127, -1.309, 0.385], [0.320, 0.706, -0.582], [0.933, -0.658, -0.505], [1.036, 2.730, 0.869], [-3.874, -0.987, 0.311], [-0.097, 2.763, 0.720], [-0.790, -2.609, 0.637], [1.306, -1.527, -1.578], [1.650, -0.410, 0.508], [-0.447, -0.152, -0.086], [-0.421, 0.177, -0.265], [0.265, 0.410, -0.231], [0.360, -0.131, -0.080], [0.932, -0.856, -0.254], [-0.343, -0.099, -0.190], [0.336, 0.088, -0.168], [0.055, 0.038, -0.509], [-0.373, 0.381, 0.316], [-0.080, 0.491, 1.219], [0.896, -1.294, -0.316], [0.113, -0.871, 0.162], [0.885, 0.463, 0.011], [-0.456, 2.122, 0.200], [-0.135, 0.438, 0.307], [-0.756, -0.441, -1.592], [-0.143, 1.319, 0.371], [-2.450, 0.506, 0.294], [1.624, -0.442, -0.863], [0.441, 1.665, 0.235], [0.275, -0.192, 0.520], [0.304, -0.870, -0.811], [0.917, -1.722, 0.071], [-1.865, 1.716, 0.410], [0.638, -1.996, -0.275], [-0.190, 0.011, 0.022], [-0.049, -0.279, -0.642], [0.552, 0.351, 0.268], [-0.123, -0.239, -0.484], [-0.496, -0.489, 0.377], [0.055, 0.102, 0.213], [0.406, -0.152, 0.122], [-0.433, -0.184, 0.146], [-0.815, -0.306, -2.339], [1.371, 0.811, 2.109], [-0.946, -0.169, -0.615], [0.797, 0.836, -0.941], [-0.223, 0.983, -0.218], [0.698, 0.292, 0.470], [2.003, -0.828, 1.098], [-1.548, -0.111, -0.713], [-1.957, 0.468, -1.535], [2.018, -0.722, 0.891], [-0.812, 0.211, -0.002], [0.426, -0.303, 0.926], [0.156, -0.550, -0.966], [0.839, 0.967, 2.047], [-0.151, -0.902, -0.669], [-1.392, -0.322, -0.427], [0.265, -0.083, 0.768], [-0.348, -0.442, 0.328], [0.331, -0.321, -0.089], [-0.010, 0.317, -0.282], [-0.397, -0.043, 0.460], [-0.375, 0.036, -0.109], [0.055, 0.359, -0.199], [-0.106, -0.044, 0.419]], "charge": -1, "largest_force_ev_per_a": 4.010, "energy_ha": -8422.64387, "multiplicity": 2, "lumo_ev": [0.085, 0.086], "homo_ev": [-2.576, -5.976], "molar_mass_g_mol": 1744.30, "gap_ev": [2.661, 6.062]}